Entry 1:
# C26H64Cl2N4

A cluster of 5 separate species, C26H64Cl2N4 in total at a distorted geometry (ωB97M-V with the def2-TZVPD basis set, the Open Molecules 2025 dataset).

Calculated values
Structure (SMILES)   CCN(CC)CC.CCN(CC)CC.CCN(CC)CC.CCN(CC)CC.ClCCCl
Orbital gap   8.469 eV
LUMO   0.0225 Ha
Charge   0
HOMO level   -7.86 eV
Relative energy (zero: lowest compared OMol25 entry of this formula, charge and spin)   389.0 kcal/mol

Last column: Mulliken charge in e.
Cartesian coordinates (Å):
1 Cl 0.54756 -0.88347 -1.71668  -0.177
2 C -0.89284 -1.64151 -0.87149  -0.526
3 C -2.17917 -1.26233 -1.56169  0.331
4 Cl -3.46636 -1.97584 -0.56476  -0.251
5 H -0.82944 -1.53929 0.15018  0.158
6 H -0.81772 -2.75233 -1.04044  0.436
7 H -2.45814 -1.62604 -2.46435  0.302
8 H -2.43142 -0.05756 -1.54281  -0.336
9 C 2.14386 -3.75563 0.93017  -0.749
10 C 1.68644 -4.92006 1.78589  -0.322
11 N 0.86944 -4.56575 3.05177  0.192
12 C -0.38616 -4.03491 2.80638  -0.602
13 C -1.14622 -4.79533 1.87490  -1.317
14 C 0.99044 -5.51085 4.16685  -0.857
15 C 1.07075 -4.90065 5.51995  -1.200
16 H 2.60244 -4.08574 -0.08363  0.334
17 H 2.87742 -3.11165 1.27504  0.426
18 H 1.29865 -3.25919 0.58573  -0.224
19 H 2.75280 -5.23369 2.13957  0.323
20 H 1.34580 -5.81979 1.09289  0.233
21 H -0.25451 -3.03345 2.20132  -0.035
22 H -0.85813 -3.61944 3.54705  0.659
23 H -0.81194 -5.37753 1.03182  0.307
24 H -1.95070 -4.21003 1.63226  0.519
25 H -1.70570 -5.53424 2.50042  0.331
26 H 1.69383 -6.29723 3.93951  0.632
27 H 0.25567 -6.20768 4.24396  0.440
28 H 0.28663 -4.28802 5.64717  0.349
29 H 2.08864 -4.55138 5.56044  0.302
30 H 0.87858 -5.68654 6.40603  0.285
31 C -3.10230 -1.05275 -5.46807  -1.304
32 C -2.92045 0.45650 -5.57260  -0.610
33 N -2.88558 1.18604 -4.25731  0.632
34 C -2.18831 2.31272 -4.23962  -0.548
35 C -2.04218 3.16184 -5.20433  -1.166
36 C -4.28242 1.45410 -3.81482  -0.711
37 C -4.40425 1.39593 -2.26789  -1.177
38 H -4.16457 -1.29308 -4.92891  0.248
39 H -2.38210 -1.45521 -4.90691  0.249
40 H -3.06318 -1.37317 -6.44341  0.490
41 H -3.51803 0.90927 -6.32705  0.440
42 H -1.94021 0.38420 -5.98286  0.427
43 H -1.19253 2.08992 -4.01508  0.345
44 H -2.31156 2.85059 -3.14142  0.132
45 H -2.41112 3.06436 -6.33620  0.172
46 H -1.07715 3.62562 -5.22891  0.387
47 H -2.82032 4.04772 -4.94477  0.257
48 H -4.77789 0.61376 -4.07856  0.566
49 H -4.49780 2.50315 -4.32454  0.287
50 H -5.21800 1.78924 -2.07065  0.894
51 H -3.54121 2.08332 -1.71945  -0.057
52 H -4.17651 0.48166 -1.87902  0.092
53 C -5.00804 3.61289 2.49350  -1.169
54 C -3.96334 2.61450 3.16917  -0.934
55 N -2.62649 2.72473 2.67594  0.308
56 C -1.56176 2.59157 3.51454  -0.207
57 C -1.57610 1.56882 4.48414  -1.613
58 C -2.34468 1.94802 1.41926  -0.907
59 C -1.12256 2.51869 0.58108  -0.663
60 H -6.02034 3.32724 2.95539  0.341
61 H -5.23375 3.63450 1.23723  0.143
62 H -4.81559 4.47138 2.95362  0.432
63 H -4.39423 1.66256 2.89501  0.301
64 H -3.96344 2.75657 4.10049  0.813
65 H -1.85650 3.49192 4.06859  0.327
66 H -0.46407 2.95698 3.08951  0.256
67 H -2.32890 1.24298 4.97239  0.617
68 H -0.93019 1.86937 5.24829  0.486
69 H -1.26015 0.49011 4.18417  0.194
70 H -3.05414 2.10691 0.67960  0.323
71 H -2.29241 0.88252 1.57993  0.399
72 H -1.24705 3.55462 0.10767  0.219
73 H -1.09256 1.80851 -0.23467  0.125
74 H -0.09209 2.35841 1.05055  0.210
75 C 7.19990 1.13333 1.39030  -1.290
76 C 5.85553 1.63340 0.85521  -1.434
77 N 5.61519 1.22620 -0.61665  0.465
78 C 4.38527 0.76367 -0.89831  -1.111
79 C 3.24499 1.33488 -0.40574  -0.601
80 C 6.13291 2.19426 -1.49351  -0.339
81 C 6.73360 1.41128 -2.67017  -1.392
82 H 8.04542 1.64303 0.93906  0.275
83 H 7.19649 0.08582 1.20924  0.330
84 H 7.30120 1.56218 2.34295  0.452
85 H 5.61989 2.68086 0.90697  0.600
86 H 5.19101 1.30453 1.39148  0.888
87 H 4.33629 -0.17402 -0.31240  0.358
88 H 4.49030 0.15116 -1.81936  0.424
89 H 2.99268 2.11133 0.43565  0.263
90 H 2.42358 0.56937 -0.48287  0.031
91 H 3.03432 2.04933 -1.14932  0.397
92 H 6.81351 2.90369 -0.88430  0.397
93 H 5.33369 3.06454 -1.89719  0.176
94 H 7.57128 0.52070 -2.40155  0.202
95 H 7.31959 1.93144 -3.38884  0.472
96 H 6.12890 1.00659 -3.36712  0.432


Entry 2:
# C16H46ClF4N3O15P

A cluster of 10 separate species, C16H46ClF4N3O15P in total at a distorted geometry (ωB97M-V with the def2-TZVPD basis set, the Open Molecules 2025 dataset).

Calculated values
Orbital gap   8.721 eV
LUMO   -0.1351 Ha
Charge   +1
HOMO level   -12.40 eV

Last column: Mulliken charge in e.
Cartesian coordinates (Å):
1 C 1.34313 4.30821 2.37193  -1.063
2 C 1.27245 4.83826 0.91193  -0.552
3 C 0.42949 3.96792 -0.01981  0.243
4 O 1.26238 3.13262 -0.90788  -0.613
5 N 0.89322 1.80012 -0.72069  1.171
6 C 0.11901 1.36304 -1.71403  -1.095
7 N -0.57249 2.19577 -2.46242  0.388
8 P -1.60682 1.75877 -3.79290  0.813
9 O -2.41720 0.60295 -3.58176  -0.462
10 O -2.55352 3.04942 -3.98560  -0.498
11 O -0.75041 1.57023 -5.13331  -0.492
12 N 0.02433 0.01199 -1.94696  -0.362
13 C 0.24730 -0.77935 -0.70613  1.375
14 C -0.92212 -0.46846 0.26073  -2.656
15 C -2.31251 -0.36467 -0.39803  -0.506
16 C -3.45234 -0.20859 0.63540  -0.597
17 Cl -2.95803 0.77806 2.07346  -0.227
18 C 0.25639 -2.24090 -1.17321  0.593
19 F 1.33395 -2.48220 -1.94511  -0.330
20 F -0.79206 -2.49183 -1.95664  -0.337
21 C 0.26771 -3.28107 0.00672  0.655
22 F 1.35407 -4.04470 -0.09161  -0.314
23 F -0.78159 -4.11982 -0.19253  -0.356
24 C 1.62950 -0.41532 -0.06870  -0.448
25 C 1.59044 -0.44273 1.47710  -0.269
26 C 2.99001 -0.29958 2.08725  -0.458
27 O 3.58868 -1.21427 2.49838  -0.440
28 C 2.11128 0.96160 -0.57376  -1.140
29 C 2.95266 0.89922 -1.86627  -1.187
30 O 4.01926 -0.00481 -1.77040  -0.443
31 C 5.10207 0.48701 -0.98921  -0.655
32 H 1.12471 5.12857 3.05939  0.336
33 H 0.59574 3.53647 2.58109  0.313
34 H 2.33461 3.94053 2.64749  0.275
35 H 2.28476 5.01681 0.54045  0.318
36 H 0.79990 5.82151 0.97438  0.351
37 H -0.14453 3.29011 0.61582  0.116
38 H -0.26425 4.57766 -0.61446  0.023
39 H -0.48412 3.18933 -2.24818  0.375
40 H -2.06472 3.82464 -3.65214  0.311
41 H -0.06947 2.27067 -5.14406  0.353
42 H 0.66495 -0.30115 -2.67641  0.609
43 H -0.72068 0.50469 0.70659  0.578
44 H -0.98689 -1.16196 1.10304  1.214
45 H -2.32960 0.56007 -0.97352  -0.008
46 H -2.57388 -1.21603 -1.02560  0.376
47 H -4.23869 0.37552 0.11787  0.391
48 H -3.91445 -1.15599 0.90702  0.471
49 H 0.12846 -2.86120 0.99876  0.136
50 H 2.41983 -1.11938 -0.35501  0.913
51 H 1.00208 0.38685 1.89070  0.402
52 H 1.20471 -1.38123 1.87977  0.144
53 H 3.46338 0.71105 2.10514  0.483
54 H 2.72942 1.46113 0.17145  1.204
55 H 3.37554 1.89897 -2.05002  0.697
56 H 2.39285 0.63821 -2.77094  0.060
57 H 5.02859 0.14931 0.05293  0.207
58 H 5.22836 1.57493 -1.04141  0.329
59 H 6.01988 0.04540 -1.38378  0.307
60 O -6.25946 1.18054 0.40662  -0.615
61 H -7.17915 0.89733 0.34518  0.296
62 H -6.29060 1.94232 0.99651  0.298
63 O 0.72989 -3.74589 3.13750  -0.620
64 H 0.93889 -4.66998 2.94596  0.310
65 H 1.51440 -3.41945 3.59459  0.273
66 O -1.75756 5.80601 -0.61025  -0.541
67 H -1.67975 6.72452 -0.90342  0.278
68 H -2.66158 5.73812 -0.28113  0.243
69 O -1.27314 -5.99787 4.08111  -0.624
70 H -0.95414 -5.19386 3.65245  0.304
71 H -0.89757 -6.71350 3.55494  0.323
72 O -1.30104 -6.08475 -2.37086  -0.662
73 H -1.56790 -5.34968 -2.93599  0.346
74 H -0.99034 -5.65994 -1.56328  0.342
75 O -2.29320 8.93933 -1.45149  -0.623
76 H -2.20021 9.85234 -1.74606  0.304
77 H -3.19960 8.88834 -1.12690  0.316
78 O -4.01158 -4.91117 -1.97326  -0.662
79 H -3.81609 -5.83701 -2.16084  0.346
80 H -3.22713 -4.59921 -1.51151  0.322
81 O 3.12174 -5.58756 1.89548  -0.586
82 H 2.96449 -5.61515 0.94498  0.297
83 H 4.05060 -5.82652 1.98947  0.304
84 O 0.81675 -6.51185 6.37218  -0.624
85 H 0.43536 -5.66522 6.11598  0.321
86 H 0.31318 -7.15257 5.85969  0.312


Q: Among the records above, which one has the lowest charge?
A: C26H64Cl2N4